The following is a quantum chemistry calculation of 9 unconnected molecules or ions with the total composition C49H111N13O9, from the Open Molecules 2025 dataset.

The geometry in ORCA input format:
```
! RIJCOSX wB97M-V def2-TZVPD def2/J DEFGRID3
* xyz 0 1
C 1.934 -3.665 -2.865
C 3.102 -3.807 -1.865
C 3.364 -5.273 -1.509
C 4.325 -3.296 -2.682
C 5.562 -3.075 -1.836
C 5.270 -2.190 -0.610
C 4.015 -2.621 0.174
C 4.343 -3.802 1.088
C 3.620 -1.387 0.981
N 2.927 -2.830 -0.786
O 1.705 -3.093 -0.088
H 0.993 -3.931 -2.385
H 1.924 -2.609 -3.124
H 2.144 -4.303 -3.719
H 4.293 -5.553 -1.025
H 2.561 -5.613 -0.839
H 3.254 -5.842 -2.432
H 4.564 -4.060 -3.435
H 4.026 -2.478 -3.342
H 5.994 -4.034 -1.544
H 6.382 -2.506 -2.287
H 5.259 -1.124 -0.823
H 6.102 -2.376 0.077
H 4.930 -3.403 1.927
H 4.999 -4.614 0.776
H 3.497 -4.251 1.612
H 4.490 -0.902 1.442
H 2.930 -1.477 1.818
H 3.269 -0.601 0.308
H 1.876 -3.934 0.372
C 1.295 -3.811 3.032
C 0.369 -4.215 4.201
C 1.003 -5.427 4.881
C 0.364 -3.127 5.280
C -0.518 -1.907 4.970
C -1.900 -2.456 4.629
C -2.009 -3.442 3.493
C -3.393 -4.083 3.491
C -1.728 -2.789 2.130
N -0.994 -4.491 3.757
O -1.092 -5.553 2.823
H 2.325 -3.779 3.377
H 1.131 -4.557 2.250
H 0.984 -2.825 2.686
H 1.115 -6.283 4.206
H 2.011 -5.150 5.195
H 0.469 -5.819 5.749
H 0.124 -3.443 6.294
H 1.340 -2.625 5.300
H -0.707 -1.249 5.815
H -0.178 -1.302 4.126
H -2.524 -1.578 4.392
H -2.403 -2.841 5.524
H -4.127 -3.280 3.408
H -3.534 -4.708 4.371
H -3.479 -4.671 2.575
H -2.623 -2.669 1.513
H -1.075 -3.393 1.496
H -1.285 -1.797 2.237
H -1.557 -6.200 3.364
C -1.044 3.831 6.412
C -1.648 2.720 5.570
C -0.605 1.600 5.405
C -2.925 2.219 6.229
C -3.742 1.353 5.291
C -4.068 1.977 3.925
C -2.872 2.655 3.259
C -2.113 1.560 2.434
C -3.358 3.773 2.354
N -1.996 3.271 4.252
O -0.924 3.936 3.639
H -1.633 4.755 6.428
H -1.055 3.500 7.453
H -0.088 4.200 6.045
H -1.015 0.669 5.038
H 0.239 1.878 4.773
H -0.169 1.484 6.405
H -2.623 1.618 7.090
H -3.512 3.067 6.585
H -3.239 0.403 5.075
H -4.662 1.014 5.776
H -4.887 2.694 4.041
H -4.473 1.131 3.369
H -1.418 0.980 3.042
H -1.530 1.969 1.604
H -2.854 0.868 2.030
H -4.117 3.430 1.644
H -2.578 4.228 1.752
H -3.801 4.558 2.970
H -0.392 3.253 3.189
C 4.735 0.699 -3.677
C 4.764 2.200 -3.446
C 5.254 2.521 -2.019
C 5.799 2.862 -4.376
C 5.371 2.926 -5.851
C 4.043 3.676 -5.876
C 2.940 3.059 -5.032
C 1.759 4.014 -4.994
C 2.457 1.727 -5.698
N 3.498 2.867 -3.697
O 2.490 2.459 -2.786
H 5.735 0.248 -3.621
H 3.971 0.202 -3.081
H 4.610 0.405 -4.729
H 6.299 2.835 -2.047
H 4.715 3.320 -1.517
H 5.223 1.605 -1.426
H 5.913 3.907 -4.075
H 6.775 2.383 -4.264
H 6.116 3.476 -6.422
H 5.241 1.920 -6.251
H 3.755 3.668 -6.937
H 4.117 4.746 -5.663
H 2.022 5.015 -4.632
H 0.990 3.722 -4.274
H 1.315 4.111 -5.983
H 1.697 2.043 -6.414
H 2.021 1.056 -4.963
H 3.236 1.215 -6.258
H 2.275 3.260 -2.277
C -4.578 2.053 -0.909
C -5.165 0.663 -0.934
C -5.568 0.233 0.484
C -6.431 0.656 -1.826
C -6.958 -0.724 -2.211
C -5.816 -1.529 -2.815
C -4.622 -1.645 -1.874
C -4.899 -2.599 -0.693
C -3.491 -2.331 -2.669
N -4.210 -0.280 -1.523
O -3.038 -0.291 -0.702
H -4.313 2.405 -1.919
H -5.364 2.738 -0.588
H -3.612 2.195 -0.426
H -6.450 -0.410 0.596
H -4.794 -0.305 1.036
H -5.868 1.064 1.134
H -7.229 1.057 -1.189
H -6.247 1.361 -2.637
H -7.359 -1.280 -1.359
H -7.821 -0.642 -2.874
H -5.457 -1.111 -3.760
H -6.237 -2.503 -3.087
H -5.890 -2.401 -0.273
H -4.250 -2.306 0.133
H -4.847 -3.651 -0.954
H -3.059 -1.610 -3.373
H -3.793 -3.127 -3.349
H -2.744 -2.702 -1.964
H -2.342 -0.631 -1.280
N 2.448 2.108 0.547
C 3.006 2.221 1.803
N 3.294 3.541 2.166
O 3.179 1.316 2.620
H 1.931 1.267 0.375
H 2.286 2.953 0.032
H 3.656 3.601 3.101
H 3.262 4.324 1.542
N 0.216 -0.492 -0.167
C 0.303 0.160 -1.380
N 1.352 -0.257 -2.179
O -0.321 1.181 -1.674
H -0.561 -0.247 0.427
H 0.658 -1.388 -0.079
H 1.746 0.335 -2.886
H 1.871 -1.024 -1.774
N -3.391 0.694 -4.453
C -2.602 1.647 -5.059
N -1.490 2.010 -4.341
O -2.707 1.885 -6.258
H -4.223 0.405 -4.929
H -3.294 0.417 -3.484
H -1.404 1.794 -3.361
H -0.729 2.411 -4.853
N 0.644 6.391 -1.965
C 0.802 5.073 -1.575
N -0.338 4.306 -1.756
O 1.879 4.704 -1.097
H 1.368 7.033 -1.711
H -0.240 6.687 -2.323
H -0.962 4.685 -2.448
H -0.281 3.297 -1.793
*
```

Calculated values
* HOMO level: -7.875 eV
* structure (SMILES): CC1(C)CCCC(C)(C)N1O.CC1(C)CCCC(C)(C)N1O.CC1(C)CCCC(C)(C)N1O.CC1(C)CCCC(C)(C)N1O.CC1(C)CCCC(C)(C)N1O.NC(N)=O.NC(N)=O.NC(N)=O.NC(N)=O
* LUMO energy: 0.5 eV
* gap between HOMO and LUMO: 8.40 eV
* E_tot: -90411.3318 eV
* ΔE to the lowest compared entry with this formula, charge and spin: 0.0000 eV

=====

The following is a quantum chemistry calculation of a molecular structure, C3H4CaO3, from the Open Molecules 2025 dataset.

The geometry in ORCA input format:
```
! RIJCOSX wB97M-V def2-TZVPD def2/J DEFGRID3
* xyz 2 1
H -2.043 1.273 0.649
O 0.655 0.934 0.459
Ca 2.786 0.933 0.222
C -0.433 1.119 -0.160
C -1.611 0.282 0.150
H -0.359 1.506 -1.190
H -2.142 0.012 -0.774
H -1.537 -0.363 1.036
O 2.508 -1.207 -0.043
C 1.569 -1.927 -0.083
O 0.608 -2.562 -0.266
*
```

Calculated values
* HOMO level: -19.577 eV
* LUMO energy: -9.3 eV
* gap between HOMO and LUMO: 10.31 eV
* E_tot: -27740.5940 eV
* ΔE to the lowest compared entry with this formula, charge and spin: 0.0000 eV

=====

The following is a quantum chemistry calculation of a molecular structure, C22H50N6O24S4, from the Open Molecules 2025 dataset.

The geometry in ORCA input format:
```
! RIJCOSX wB97M-V def2-TZVPD def2/J DEFGRID3
* xyz 0 1
C 1.349 -1.115 3.814
N 1.750 -2.528 3.745
O 2.028 -3.068 4.821
O 1.457 -3.071 2.713
H 1.705 -0.730 4.770
H 0.280 -0.998 3.637
H 1.955 -0.799 2.965
C -2.844 -2.934 2.258
N -1.679 -2.503 3.100
O -1.359 -3.133 4.027
O -1.008 -1.524 2.746
H -3.388 -2.098 1.818
H -3.494 -3.536 2.893
H -2.406 -3.515 1.446
C -2.071 -0.496 4.677
C -1.004 0.311 5.306
O -0.430 1.240 4.401
S -1.172 1.285 2.935
O -0.235 0.689 1.977
O -1.704 2.560 2.551
O -2.345 0.227 3.423
H -3.030 -0.449 5.193
H -1.769 -1.532 4.523
H -0.265 -0.422 5.627
H -1.443 0.890 6.118
C -3.480 1.268 2.205
C -2.798 1.182 0.846
O -3.822 0.724 -0.100
S -5.205 0.231 0.660
O -5.192 -1.218 1.011
O -6.344 0.813 -0.094
O -4.852 1.008 2.064
H -3.289 2.195 2.745
H -3.131 0.440 2.821
H -1.967 0.480 0.768
H -2.455 2.120 0.410
C 1.526 1.230 2.800
C 0.717 2.462 2.475
O 1.697 3.524 2.375
S 2.885 3.405 3.502
O 2.376 3.927 4.756
O 4.153 3.879 2.991
O 2.677 1.697 3.486
H 1.789 0.643 1.920
H 0.999 0.563 3.482
H 0.055 2.603 3.329
H 0.092 2.358 1.588
C 0.976 3.554 -1.387
C 1.507 2.253 -0.737
O 0.442 1.458 -0.347
S -1.019 2.293 -0.507
O -1.258 3.168 0.673
O -2.133 1.378 -0.844
O -0.350 3.208 -1.708
H 1.539 4.011 -2.200
H 0.873 4.405 -0.714
H 2.166 2.400 0.119
H 1.992 1.571 -1.435
C 0.130 -1.792 -1.306
O -0.726 -1.371 -2.128
N 0.301 -1.300 -0.033
C 1.426 -1.604 0.858
C -0.619 -0.345 0.616
H 0.844 -2.603 -1.515
H 1.677 -0.645 1.311
H 2.347 -1.875 0.342
H 1.093 -2.316 1.613
H -1.497 -0.093 0.021
H -1.106 -0.550 1.569
H -0.004 0.539 0.789
C 1.726 1.437 -3.771
O 2.353 1.790 -4.737
N 0.362 1.213 -3.878
C -0.369 0.812 -2.649
C -0.471 1.637 -5.060
H 2.166 1.219 -2.785
H -0.867 -0.142 -2.824
H -1.260 1.399 -2.426
H 0.304 0.700 -1.800
H -0.785 2.680 -5.102
H -0.031 1.308 -6.001
H -1.369 1.031 -4.934
C 2.425 -0.648 -2.595
O 1.838 -0.071 -1.670
N 2.975 -1.858 -2.458
C 3.036 -2.615 -1.181
C 3.705 -2.423 -3.602
H 2.548 -0.151 -3.570
H 2.651 -3.619 -1.359
H 2.358 -2.273 -0.399
H 4.091 -2.784 -0.967
H 4.772 -2.513 -3.398
H 3.251 -3.343 -3.973
H 3.638 -1.748 -4.456
C -1.737 -0.914 -4.670
O -2.191 -0.176 -5.560
N -0.449 -1.361 -4.610
C 0.080 -2.058 -3.519
C 0.490 -0.766 -5.570
H -2.293 -1.262 -3.786
H 0.943 -2.624 -3.870
H -0.600 -2.792 -3.085
H 0.355 -1.427 -2.673
H 1.229 -0.019 -5.279
H 1.227 -1.450 -5.991
H -0.011 -0.217 -6.366
*
```

Calculated values
* HOMO level: -6.995 eV
* LUMO energy: -1.9 eV
* gap between HOMO and LUMO: 5.13 eV
* E_tot: -124984.3177 eV

=====

The following is a quantum chemistry calculation of a molecular structure, C43H33Cl2HfN6O3, from the Open Molecules 2025 dataset.

The geometry in ORCA input format:
```
! RIJCOSX wB97M-V def2-TZVPD def2/J DEFGRID3
* xyz 1 1
Hf -0.057 -0.155 -0.110
Cl -6.812 -1.379 0.625
C -5.284 -0.593 0.775
C -4.126 -1.354 0.647
C -2.894 -0.738 0.754
N -1.635 -1.383 0.671
C -1.390 -2.559 1.316
O -2.163 -3.452 1.581
C 0.051 -2.623 1.775
C 0.542 -3.764 2.377
C 1.827 -3.735 2.894
C 2.556 -2.561 2.803
C 1.999 -1.475 2.154
N 0.770 -1.505 1.630
C -2.796 0.650 0.971
C -3.953 1.395 1.118
C -5.191 0.771 1.018
Cl -6.609 1.748 1.166
N -1.465 1.134 0.977
C -1.155 2.398 1.335
O -1.864 3.339 1.632
C 0.356 2.598 1.351
C 0.899 3.759 1.870
C 2.276 3.896 1.901
C 3.070 2.874 1.395
C 2.458 1.754 0.873
N 1.123 1.612 0.858
H -4.192 -2.424 0.512
H -0.099 -4.630 2.444
H 2.246 -4.609 3.373
H 3.550 -2.483 3.222
H 2.549 -0.551 2.049
H -3.901 2.458 1.294
H 0.220 4.514 2.239
H 2.730 4.787 2.312
H 4.148 2.947 1.394
H 3.037 0.954 0.424
O -1.419 -0.659 -1.790
C -1.263 -0.314 -3.163
C -0.232 0.762 -3.251
C 0.009 1.351 -4.481
C 0.958 2.351 -4.578
C 1.645 2.718 -3.431
C 1.355 2.068 -2.251
N 0.428 1.103 -2.140
H -2.129 -1.295 -1.617
H -2.208 0.060 -3.558
H -0.939 -1.196 -3.723
H -0.559 1.030 -5.344
H 1.155 2.833 -5.526
H 2.404 3.487 -3.442
H 1.894 2.332 -1.355
C -4.450 4.172 -1.838
C -3.106 4.514 -1.822
C -2.166 3.498 -1.873
N -2.481 2.203 -1.919
C -3.776 1.893 -1.937
C -4.794 2.833 -1.905
H -5.213 4.937 -1.792
H -2.790 5.547 -1.772
H -1.105 3.733 -1.865
H -4.021 0.834 -1.963
H -5.827 2.514 -1.908
C 2.652 -5.850 -3.909
C 3.547 -4.976 -3.307
C 3.092 -3.947 -2.497
C 1.726 -3.777 -2.271
C 0.839 -4.680 -2.860
C 1.292 -5.702 -3.679
C 1.150 -2.698 -1.435
C 1.619 -1.478 -1.127
C 2.920 -0.979 -1.637
C 4.036 -0.851 -0.807
C 5.238 -0.344 -1.284
C 5.356 0.051 -2.609
C 4.263 -0.093 -3.455
C 3.067 -0.602 -2.976
H 3.013 -6.649 -4.542
H 4.611 -5.098 -3.466
H 3.809 -3.287 -2.030
H -0.224 -4.580 -2.666
H 0.585 -6.386 -4.129
H 0.152 -2.969 -1.069
H 3.975 -1.199 0.220
H 6.091 -0.274 -0.620
H 6.292 0.443 -2.981
H 4.346 0.181 -4.499
H 2.230 -0.739 -3.653
*
```

Calculated values
* HOMO level: -10.322 eV
* LUMO energy: -3.3 eV
* gap between HOMO and LUMO: 7.07 eV
* E_tot: -86560.9458 eV
* ΔE to the lowest compared entry with this formula, charge and spin: 0.0000 eV

=====

The following is a quantum chemistry calculation of a molecular structure, C25H17IN4Pb, from the Open Molecules 2025 dataset.

The geometry in ORCA input format:
```
! RIJCOSX wB97M-V def2-TZVPD def2/J DEFGRID3
* xyz 2 1
Pb 1.741 0.993 -1.908
C 6.043 0.082 -2.375
C 6.429 0.047 -1.043
C 5.499 0.159 -0.019
C 4.132 0.308 -0.282
C 3.851 0.344 -1.629
C 4.694 0.233 -2.705
C 3.106 0.419 0.787
C 3.417 0.162 2.131
C 2.422 0.213 3.062
C 1.101 0.532 2.682
C 0.033 0.569 3.611
C -1.215 0.937 3.211
C -1.443 1.302 1.866
C -0.434 1.256 0.944
C 0.858 0.834 1.327
N 1.882 0.736 0.407
H 6.767 -0.009 -3.174
H 7.474 -0.075 -0.794
H 5.841 0.139 1.006
H 4.376 0.250 -3.737
H 4.421 -0.096 2.426
H 2.644 0.023 4.106
H 0.230 0.296 4.640
H -2.028 0.980 3.923
H -2.428 1.637 1.567
H -0.610 1.592 -0.068
I 1.558 3.699 -1.910
N -7.287 -3.698 1.409
C -6.455 -3.080 0.916
C -5.407 -2.309 0.290
C -4.076 -2.563 0.607
C -3.070 -1.843 -0.009
C -3.400 -0.885 -0.955
C -4.720 -0.619 -1.276
C -5.728 -1.327 -0.641
N -2.348 -0.121 -1.593
C -2.489 1.115 -2.205
C -1.261 1.494 -2.623
N -0.367 0.488 -2.284
C -1.067 -0.465 -1.663
H -3.834 -3.325 1.335
H -2.041 -2.029 0.271
H -4.981 0.115 -2.026
H -6.764 -1.126 -0.878
H -3.430 1.630 -2.276
H -0.970 2.388 -3.147
H -0.669 -1.401 -1.306
*
```

Calculated values
* HOMO level: -14.730 eV
* LUMO energy: -8.2 eV
* gap between HOMO and LUMO: 6.54 eV
* E_tot: -45494.5038 eV

=====

The following is a quantum chemistry calculation of 3 unconnected molecules or ions with the total composition H6O3, from the Open Molecules 2025 dataset.

The geometry in ORCA input format:
```
! RIJCOSX wB97M-V def2-TZVPD def2/J DEFGRID3
* xyz 0 1
O -0.321 -0.766 0.253
H 0.186 0.008 0.498
H -0.170 -1.387 0.965
O -2.202 -0.835 -1.710
H -1.411 -0.849 -1.172
H -1.921 -0.449 -2.540
O 1.704 1.284 0.964
H 1.523 1.428 1.893
H 2.612 1.567 0.849
*
```

Calculated values
* HOMO level: -10.437 eV
* structure (SMILES): O.O.O
* LUMO energy: 0.4 eV
* gap between HOMO and LUMO: 10.82 eV
* E_tot: -6239.9190 eV
* ΔE to the lowest compared entry with this formula, charge and spin: 0.3342 eV

=====

The following is a quantum chemistry calculation of a molecular structure, C4H15HgN2O, from the Open Molecules 2025 dataset.

The geometry in ORCA input format:
```
! RIJCOSX wB97M-V def2-TZVPD def2/J DEFGRID3
* xyz -1 1
C -1.541 2.291 -1.286
Hg -0.410 0.355 -2.102
N 1.224 -1.730 -2.852
H -0.676 0.626 -3.780
H 2.248 -1.572 -2.884
H -1.513 0.130 -3.434
H -2.029 2.755 -2.163
H -0.989 3.111 -0.775
H -2.360 2.037 -0.593
H 1.181 -2.600 -2.286
H 0.990 -2.054 -3.812
C 1.725 -0.142 2.277
N 0.290 -0.237 2.002
C -0.636 -0.460 3.153
C -0.161 -0.217 0.735
O 0.540 -0.174 -0.331
H 1.793 -0.273 3.376
H 2.049 0.832 1.889
H 2.205 -0.910 1.660
H -1.405 0.314 3.309
H -1.244 -1.375 3.083
H -0.029 -0.529 4.067
H -1.252 -0.179 0.749
*
```

Calculated values
* HOMO level (alpha / beta): 0.376 / -1.261 eV
* LUMO energy (alpha / beta): 3.6 / 3.6 eV
* gap between HOMO and LUMO (alpha / beta): 3.25 / 4.81 eV
* E_tot: -13586.5725 eV
* ΔE to the lowest compared entry with this formula, charge and spin: 2.5352 eV

=====

The following is a quantum chemistry calculation of a molecular structure, C4H6O2Sn, from the Open Molecules 2025 dataset.

The geometry in ORCA input format:
```
! RIJCOSX wB97M-V def2-TZVPD def2/J DEFGRID3
* xyz 1 2
H 0.315 -1.461 -0.307
O 1.631 -1.470 1.603
C 0.618 -1.014 0.912
C 0.819 -0.032 -0.060
C -0.123 0.689 -1.022
C -1.571 0.300 -0.920
O -2.170 0.405 0.272
Sn -1.014 0.493 1.711
H 1.675 -1.073 2.483
H 1.785 0.480 0.057
H 0.231 0.500 -2.046
H 0.011 1.780 -0.874
H -2.207 0.403 -1.808
*
```

Calculated values
* HOMO level (alpha / beta): -12.133 / -13.765 eV
* LUMO energy (alpha / beta): -5.6 / -6.0 eV
* gap between HOMO and LUMO (alpha / beta): 6.50 / 7.80 eV
* E_tot: -14158.7771 eV
* ΔE to the lowest compared entry with this formula, charge and spin: 2.6480 eV

=====

Q: Look up the E_tot of the first one.
A: -90411.3318 eV